1.
DFT (the ωB97M-V functional and the def2-TZVPD basis) results for a cluster of 2 separate species, CH2ClO3S in total.

```
8
Properties=species:S:1:pos:R:3:nbo_charge:R:1
C -1.586 0.521 -0.809 -0.3100
O 2.047 -1.074 -0.862 -0.9748
O 2.130 0.655 0.904 -0.9855
O 0.710 -1.356 1.334 -0.9634
S 1.356 -0.479 0.332 2.0103
Cl -2.300 -0.131 0.688 -0.0665
H -1.837 1.500 -0.868 0.1374
H -0.520 0.363 -0.721 0.1525
```

Results
HOMO (alpha / beta) in hartree: -0.125 / -0.195
Total charge: -1
HOMO-LUMO gap (alpha / beta) in eV: 5.978 / 8.857

=====

2.
DFT (the ωB97M-V functional and the def2-TZVPD basis) results for an isolated molecule of C4H6N2.

```
12
Properties=species:S:1:pos:R:3:nbo_charge:R:1
N 0.516 1.313 0.201 -0.6913
C 1.082 0.057 0.045 -0.0581
C 0.067 0.481 -0.941 -0.0852
C -0.951 -0.579 -0.412 -0.1282
N -1.142 -0.436 1.015 -0.5616
C 0.082 -1.039 0.555 -0.0960
H 0.248 2.190 0.584 0.4282
H 2.148 -0.045 -0.103 0.2074
H 0.176 0.653 -2.024 0.2143
H -1.699 -1.102 -1.011 0.2122
H -0.930 0.538 1.274 0.3539
H 0.403 -2.032 0.817 0.2045
```

Results
HOMO in hartree: -0.328
Total charge: 0
HOMO-LUMO gap in eV: 10.166

=====

3.
DFT (the ωB97M-V functional and the def2-TZVPD basis) results for a structure of composition C29H27N3O5PdS2Te.

```
68
Properties=species:S:1:pos:R:3:nbo_charge:R:1
Pd -0.166 0.169 -0.302 1.0247
N 2.704 -1.676 0.775 -0.5746
C 1.504 -2.338 1.042 0.4144
C 1.586 -3.719 1.269 -0.2781
C 0.435 -4.418 1.525 -0.1236
C -0.784 -3.741 1.551 -0.2822
C -0.760 -2.390 1.329 0.0968
N 0.363 -1.680 1.111 -0.5516
C 2.970 -0.483 0.101 0.4165
C 4.178 -0.422 -0.608 -0.2734
C 4.508 0.732 -1.271 -0.1300
C 3.636 1.817 -1.215 -0.2782
C 2.485 1.668 -0.485 0.0634
N 2.143 0.549 0.182 -0.5327
H 3.472 -2.322 0.693 0.3930
H 2.544 -4.220 1.217 0.2125
H 0.476 -5.487 1.687 0.2212
H -1.720 -4.253 1.717 0.2285
H -1.683 -1.822 1.308 0.2092
H 4.820 -1.292 -0.650 0.2141
H 5.429 0.788 -1.836 0.2222
H 3.832 2.742 -1.737 0.2296
H 1.783 2.487 -0.406 0.2110
C -1.847 1.573 3.914 -0.8139
S -0.972 0.614 2.690 1.2658
O -1.658 0.928 1.359 -0.9907
C 0.505 1.615 2.742 -0.1606
C 0.523 2.820 2.061 -0.2537
C 1.656 3.615 2.134 -0.1953
C 2.751 3.195 2.881 -0.1961
C 2.716 1.983 3.559 -0.2012
C 1.585 1.181 3.491 -0.2277
H -1.874 2.612 3.589 0.2392
H -1.315 1.471 4.859 0.2408
H -2.855 1.168 3.999 0.2456
H -0.339 3.111 1.475 0.2362
H 1.689 4.555 1.597 0.2267
H 3.640 3.811 2.926 0.2219
H 3.575 1.656 4.131 0.2218
H 1.551 0.223 3.997 0.2257
O 0.844 -0.316 -2.300 -1.0244
S -0.365 -1.242 -2.541 2.5266
O -0.543 -1.545 -3.935 -0.9655
O -1.555 -0.348 -2.026 -1.0271
O -0.259 -2.389 -1.650 -1.0258
Te -0.665 1.969 -2.316 0.9301
C -2.661 2.514 -1.946 -0.3090
C -3.075 3.022 -0.722 -0.1555
C -4.408 3.354 -0.523 -0.2325
C -5.331 3.165 -1.544 -0.2105
C -4.921 2.637 -2.760 -0.1956
C -3.586 2.307 -2.961 -0.2217
C -0.044 4.022 -2.206 -0.3188
C -0.102 4.815 -1.062 -0.2593
C 0.262 6.154 -1.105 -0.1529
C 0.698 6.717 -2.299 -0.2346
C 0.772 5.936 -3.442 -0.2053
C 0.405 4.594 -3.395 -0.2355
H -2.368 3.142 0.089 0.1975
H -4.728 3.748 0.434 0.2079
H -6.372 3.419 -1.386 0.2115
H -5.640 2.474 -3.552 0.2137
H -3.274 1.881 -3.906 0.2265
H -0.447 4.395 -0.126 0.1946
H 0.199 6.761 -0.210 0.1999
H 0.978 7.762 -2.336 0.2128
H 1.110 6.369 -4.375 0.2148
H 0.465 3.995 -4.297 0.2204
```

Results
HOMO (alpha / beta) in hartree: -0.277 / -0.305
Total charge: 0
Multiplicity: 3
HOMO-LUMO gap (alpha / beta) in eV: 7.691 / 7.469

=====

4.
DFT (the ωB97M-V functional and the def2-TZVPD basis) results for a structure of composition C31H31BrFN9ReSSi.

```
76
Properties=species:S:1:pos:R:3:lowdin_spin:R:1
Re -0.199 0.074 0.320 1.0744
N 3.599 -0.111 -2.462 -0.0096
C 2.659 -0.270 -1.536 -0.0181
S 2.685 0.670 -0.110 -0.1452
N 1.759 -1.203 -1.773 -0.0249
N 0.729 -1.387 -0.987 -0.0125
C 0.147 -2.553 -1.053 0.0223
C -1.023 -2.756 -0.264 0.0030
C -1.740 -3.951 -0.230 0.0046
C -2.867 -4.036 0.563 -0.0041
C -3.250 -2.926 1.315 0.0053
C -2.484 -1.784 1.254 -0.0003
N -1.388 -1.692 0.486 0.0175
H 4.390 0.489 -2.299 -0.0016
H 3.595 -0.710 -3.274 -0.0007
H 0.567 -3.329 -1.678 0.0006
H -1.389 -4.788 -0.817 0.0003
H -3.436 -4.955 0.607 -0.0003
H -4.125 -2.957 1.947 0.0003
H -2.739 -0.911 1.844 0.0012
C 0.955 3.245 3.368 -0.0027
Si -0.539 2.725 2.319 -0.0012
C -1.472 1.310 3.166 0.0092
C -1.804 4.103 2.085 -0.0001
N 0.049 2.134 0.735 -0.0129
C 0.565 3.056 -0.163 0.0020
C 0.923 4.380 0.175 -0.0012
C 1.409 5.277 -0.757 0.0000
C 1.556 4.918 -2.089 -0.0027
C 1.231 3.626 -2.468 0.0004
C 0.776 2.747 -1.517 -0.0001
F 0.475 1.473 -1.936 0.0341
H 1.124 2.548 4.192 -0.0001
H 0.786 4.226 3.817 -0.0003
H 1.869 3.307 2.775 0.0000
H -1.665 1.624 4.195 0.0016
H -0.925 0.366 3.224 0.0024
H -2.449 1.123 2.713 0.0006
H -2.024 4.562 3.051 0.0000
H -2.750 3.731 1.688 0.0000
H -1.458 4.893 1.420 0.0000
H 0.843 4.707 1.201 0.0000
H 1.676 6.274 -0.434 0.0001
H 1.926 5.626 -2.816 -0.0001
H 1.325 3.291 -3.493 0.0002
N 4.928 2.297 9.290 0.0005
C 4.481 1.749 8.385 0.0001
C 3.891 1.102 7.251 0.0009
C 2.914 0.125 7.438 -0.0003
C 2.286 -0.444 6.346 0.0011
C 2.644 -0.046 5.065 0.0000
C 3.644 0.898 4.871 0.0009
C 4.264 1.476 5.961 -0.0003
N 1.946 -0.583 3.941 0.0107
C 1.336 -1.815 3.863 0.0000
C 0.702 -1.855 2.664 0.0060
N 0.911 -0.656 2.007 -0.0001
C 1.670 0.077 2.810 0.0138
H 2.637 -0.171 8.440 0.0000
H 1.503 -1.173 6.503 0.0000
H 3.951 1.170 3.868 0.0000
H 5.036 2.220 5.822 0.0000
H 1.417 -2.565 4.629 -0.0002
H 0.147 -2.669 2.237 0.0002
H 2.038 1.057 2.570 0.0006
Br -2.920 0.237 -4.871 0.0002
C -2.889 0.814 -3.078 0.0007
C -3.781 1.770 -2.612 0.0015
C -3.701 2.138 -1.278 0.0000
C -2.724 1.580 -0.480 0.0032
N -1.834 0.687 -0.946 0.0109
C -1.942 0.289 -2.220 0.0062
H -4.511 2.217 -3.274 0.0001
H -4.383 2.866 -0.864 -0.0001
H -2.638 1.861 0.560 0.0007
H -1.237 -0.449 -2.580 0.0008
```

Results
HOMO (alpha / beta) in hartree: -0.462 / -0.464
Total charge: +2
Multiplicity: 2
HOMO-LUMO gap (alpha / beta) in eV: 4.371 / 5.160

=====

Energy
In order: -1123.354758; -265.358102; -2853.973824; -5132.061701
Unit: hartree
Energy relative to the best compared isomer or geometry (same formula, charge and spin)
In order: 285.51; 465.95; 139.02; 212.87
Unit: kJ/mol